DFT (ωB97M-V/def2-TZVPD) results for a molecular structure, C25H58B2MgO11S4.

The geometry in XYZ format:
```
101
Properties=species:S:1:pos:R:3:forces:R:3:mulliken_charge:R:1
Mg -1.40425 -1.10638 -0.39771 -1.0 0.4 0.7 -0.038
B -0.26370 0.41760 0.20013 1.7 2.4 1.1 2.288
H -0.62150 0.77560 -0.81038 -0.7 1.1 -1.7 -0.990
H -1.13175 0.21108 0.89520 -1.6 0.1 1.4 -0.164
H 0.22299 -0.56683 -0.02626 2.1 -1.7 0.0 0.133
H 0.44162 1.14242 0.75144 0.8 0.8 0.3 -0.798
B -1.21352 -2.10763 -2.22613 0.5 -1.4 -2.5 4.084
H -1.74541 -2.12603 -3.25709 -0.6 0.0 -1.2 -0.389
H -0.42096 -2.94432 -2.12394 0.7 -1.1 0.1 -0.391
H -0.64782 -1.13238 -2.12307 1.0 2.0 -0.1 -0.699
H -2.01486 -2.19275 -1.43885 -2.2 -1.4 0.4 -0.238
C 1.89725 6.04217 2.44335 0.3 0.2 0.8 -1.075
C 2.88119 5.03781 1.91716 -0.7 -0.3 -1.6 0.592
O 3.66103 5.36939 1.05140 0.4 0.0 0.3 -0.575
C 2.66659 3.57576 2.23812 0.2 0.1 0.1 -0.718
H 1.34525 5.61587 3.28038 -0.2 0.3 0.0 0.322
H 1.22527 6.37246 1.65207 -0.1 -0.3 -0.1 0.269
H 2.43365 6.94284 2.74647 0.0 -0.1 0.2 0.351
H 1.60451 3.32620 2.21933 -0.1 0.1 0.0 0.216
H 3.03960 3.32562 3.23407 0.0 0.0 0.0 0.603
H 3.17606 2.98122 1.48191 0.1 -0.1 0.1 0.033
C 3.61127 3.34571 -2.62811 -0.2 0.0 0.3 -1.187
C 2.12672 3.03805 -2.62830 -0.1 0.2 0.6 0.720
O 1.51351 2.81168 -3.64437 -0.1 -0.2 -0.4 -0.609
C 1.40883 3.06203 -1.28555 0.0 0.3 -0.1 0.214
H 4.09508 2.72684 -1.87160 0.1 -0.1 -0.1 0.179
H 3.76933 4.37621 -2.30022 -0.1 0.0 0.0 0.430
H 4.05545 3.21516 -3.61129 -0.1 -0.1 0.0 0.326
H 1.47723 4.06840 -0.86134 0.2 0.0 0.0 0.444
H 1.82351 2.35596 -0.57046 0.3 0.0 -0.1 -0.396
H 0.35227 2.82293 -1.37462 0.0 0.0 -0.3 -0.176
C 3.99775 -0.56059 3.21393 -0.5 0.3 1.7 -0.700
C 2.64829 -0.45813 3.92928 -0.3 -0.3 -1.3 0.467
O 2.38487 -1.14750 4.88367 0.1 0.0 0.5 -0.626
C 1.58421 0.38693 3.24819 0.4 -0.1 -0.1 0.007
H 4.55836 -1.26726 3.82567 0.2 -0.2 -0.5 0.401
H 4.47569 0.41433 3.33698 0.1 0.0 -0.6 0.394
H 3.83301 -0.85501 2.18254 0.2 0.1 0.0 -0.148
H 1.78500 0.46321 2.18051 0.0 -0.1 0.0 -0.465
H 1.57668 1.40784 3.63021 -0.1 -0.1 0.2 0.510
H 0.61613 -0.09069 3.38604 -0.1 0.2 0.1 0.212
C -6.30063 0.05618 1.41741 0.0 0.1 -0.5 -0.538
C -5.65743 0.77039 2.59800 0.9 -0.4 0.9 -0.814
C -4.15524 0.68884 2.32064 0.8 -0.4 -0.4 -0.545
S -3.89631 -1.08441 1.97939 -1.6 1.5 0.5 0.900
O -3.89913 -1.79989 3.23788 0.6 -0.1 -0.7 -0.769
O -2.86739 -1.25255 0.98217 -0.6 -0.8 0.8 -0.745
C -5.53620 -1.27693 1.21945 -0.2 -0.3 0.2 -0.802
H -6.20923 0.65124 0.50692 0.1 0.1 0.1 0.212
H -7.36834 -0.10310 1.56279 0.1 -0.2 0.1 0.395
H -5.83088 0.20273 3.51952 -0.1 -0.2 -0.1 0.329
H -5.96904 1.77022 2.89401 -0.2 0.2 -0.8 0.406
H -3.45644 1.01549 3.08931 -0.2 -0.2 0.2 0.558
H -3.82930 1.16613 1.39202 -0.3 0.2 -0.1 0.152
H -6.02272 -2.08441 1.76559 0.1 0.0 0.1 0.440
H -5.39524 -1.60100 0.19045 0.0 0.2 -0.1 0.362
C -0.07910 -5.27599 3.21061 0.1 -0.6 0.5 -0.814
C 1.34301 -4.69584 2.99460 0.7 -0.6 -0.9 -0.826
C 1.27867 -3.50034 2.05626 -0.4 0.3 -0.2 -0.101
S -0.03843 -3.92371 0.90780 -1.0 -0.3 0.9 0.805
O 0.26684 -4.94136 -0.07062 0.2 0.7 0.4 -0.812
O -0.72988 -2.69641 0.53478 0.9 -1.2 0.3 -0.976
C -1.05023 -4.63687 2.23171 -0.1 0.7 -0.1 -0.363
H -0.36026 -5.10528 4.25003 -0.3 0.3 -0.1 0.376
H -0.10965 -6.36185 3.11214 0.3 0.0 -0.2 0.245
H 1.97589 -5.41663 2.46614 -0.2 -0.2 0.1 0.324
H 1.89817 -4.50615 3.91051 -0.3 0.4 0.1 0.438
H 2.18747 -3.23771 1.52494 0.0 -0.1 0.0 0.514
H 0.84525 -2.59548 2.48832 0.2 0.0 0.2 -0.170
H -1.82583 -5.23749 1.76052 0.2 -0.4 0.1 0.595
H -1.56593 -3.79951 2.70520 0.1 0.2 -0.2 0.047
C -2.62529 1.51575 -4.70200 0.0 -0.6 0.0 -0.664
C -4.06863 1.01839 -4.80474 -0.9 0.3 0.8 -0.732
C -4.32813 0.15451 -3.57313 1.0 -0.9 0.1 -0.638
S -3.53884 1.05087 -2.20128 0.5 1.0 -1.3 0.624
O -2.89979 0.13907 -1.27376 -1.1 0.4 -0.2 -1.384
O -4.42439 2.08009 -1.68509 0.0 -0.8 0.1 -0.790
C -2.29782 1.90676 -3.26596 0.0 0.1 0.8 0.145
H -2.50436 2.30730 -5.43716 0.5 0.1 0.2 0.348
H -1.97949 0.66375 -4.92445 0.1 0.2 -0.4 0.302
H -4.21849 0.44182 -5.71451 -0.1 0.0 0.0 0.404
H -4.78475 1.84410 -4.76830 0.1 0.1 -0.3 0.317
H -3.75184 -0.76450 -3.73435 0.3 0.1 0.5 0.186
H -5.32113 -0.20095 -3.30725 -0.2 0.6 -0.1 0.522
H -1.30849 1.62865 -2.89972 0.0 -0.5 -0.3 -0.551
H -2.33846 2.97336 -3.04434 -0.6 0.0 -0.1 0.462
C 4.60016 -1.80598 -2.82473 0.2 -0.5 0.0 -0.632
C 3.50722 -0.92452 -3.42575 0.1 0.4 0.3 -0.684
C 2.39127 -0.85361 -2.38115 0.4 -0.3 -0.1 -0.244
S 3.30020 -0.65154 -0.77217 -0.7 -0.4 -1.5 1.312
O 2.64945 -1.47175 0.23682 0.7 0.4 -0.2 -0.431
O 3.60304 0.74337 -0.51492 -0.3 -0.4 0.2 -0.750
C 4.85105 -1.41306 -1.38384 -0.4 0.6 0.9 -1.032
H 5.52041 -1.75418 -3.40576 0.0 -0.1 0.0 0.378
H 4.25419 -2.84213 -2.82152 0.0 0.0 -0.2 0.300
H 3.18505 -1.36666 -4.36686 -0.3 0.1 0.0 0.401
H 3.88937 0.07502 -3.64682 0.0 0.0 0.0 0.237
H 1.88463 -1.82107 -2.37950 0.0 0.0 0.5 0.254
H 1.62526 -0.10347 -2.56387 0.2 0.3 0.3 -0.042
H 5.07647 -2.21261 -0.68061 0.0 -0.2 -0.2 0.338
H 5.58519 -0.62093 -1.24049 0.0 0.0 -0.2 0.412
```
Forces are in eV/Å.

Computed properties:
F_max (eV/A): 3.1
Gap between HOMO and LUMO (eV): 9.44
HOMO energy (eV): -9.11
LUMO (eV): 0.33
ΔE to the lowest compared entry with this formula, charge and spin (kJ/mol): 6.0